Here is a 15-piece molecular cluster, C60H165N15O15 overall from OMol25. Energies are from ωB97M-V/def2-TZVPD.

Geometry as ORCA input:
```
! wB97M-V def2-TZVPD RIJCOSX def2/J DEFGRID3
* xyz 0 1
C -5.709 0.845 1.447
C -4.825 2.102 1.539
C -3.907 2.345 0.297
O -3.105 3.514 0.486
C -2.386 3.924 -0.678
N -5.735 3.229 1.851
H -5.097 -0.059 1.457
H -6.175 0.896 0.462
H -6.410 0.738 2.273
H -4.145 1.902 2.368
H -4.494 2.525 -0.607
H -3.218 1.504 0.190
H -2.994 4.187 -1.545
H -1.696 3.178 -1.076
H -1.768 4.741 -0.308
H -5.191 4.082 1.913
H -6.212 3.470 0.988
C 1.753 2.574 3.811
C 1.604 3.891 4.570
C 0.171 4.194 5.081
O 0.190 5.372 5.907
C -1.051 5.954 6.196
N 2.582 3.963 5.638
H 1.440 1.658 4.315
H 2.801 2.426 3.551
H 1.164 2.603 2.893
H 1.822 4.607 3.775
H -0.175 3.328 5.649
H -0.468 4.242 4.197
H -0.892 6.855 6.789
H -1.696 5.360 6.848
H -1.542 6.165 5.245
H 2.310 3.218 6.269
H 2.366 4.805 6.157
C 4.613 -2.653 6.078
C 5.278 -3.102 4.763
C 5.017 -2.096 3.646
O 3.672 -2.064 3.269
C 3.297 -0.953 2.517
N 6.713 -3.093 5.081
H 4.748 -3.411 6.849
H 3.527 -2.583 5.992
H 4.932 -1.675 6.438
H 4.933 -4.092 4.462
H 5.579 -2.302 2.730
H 5.384 -1.111 3.948
H 3.447 -0.027 3.078
H 2.245 -1.071 2.258
H 3.880 -0.764 1.612
H 6.897 -2.128 5.322
H 7.130 -3.285 4.177
C 4.967 3.299 -3.106
C 5.064 2.184 -1.992
C 4.221 2.419 -0.833
O 4.580 3.595 -0.136
C 4.085 3.720 1.189
N 4.907 0.876 -2.611
H 5.678 4.086 -2.853
H 4.009 3.821 -3.121
H 5.177 2.923 -4.106
H 6.097 2.308 -1.660
H 4.189 1.586 -0.126
H 3.187 2.552 -1.161
H 4.286 4.768 1.416
H 4.656 3.187 1.951
H 3.010 3.538 1.187
H 3.984 0.796 -3.022
H 4.837 0.222 -1.836
C -5.812 -5.942 -0.405
C -6.018 -4.583 0.310
C -5.877 -3.318 -0.512
O -4.545 -3.049 -0.956
C -4.264 -1.689 -1.045
N -7.370 -4.560 0.916
H -6.573 -6.130 -1.164
H -5.900 -6.748 0.323
H -4.852 -5.964 -0.922
H -5.246 -4.546 1.080
H -6.180 -2.487 0.128
H -6.425 -3.374 -1.456
H -3.509 -1.558 -1.821
H -3.944 -1.335 -0.064
H -5.126 -1.097 -1.360
H -8.050 -4.099 0.330
H -7.704 -5.455 1.241
C -2.688 6.989 -3.782
C -2.145 6.063 -4.881
C -1.727 4.660 -4.354
O -0.733 4.783 -3.327
C -0.010 3.543 -3.034
N -3.147 5.857 -5.918
H -3.000 7.932 -4.229
H -1.921 7.267 -3.057
H -3.441 6.520 -3.147
H -1.255 6.432 -5.392
H -1.350 3.960 -5.102
H -2.649 4.184 -4.007
H 0.644 3.685 -2.175
H 0.668 3.315 -3.859
H -0.717 2.733 -2.853
H -2.754 5.312 -6.674
H -3.967 5.348 -5.613
C -0.486 -0.457 3.519
C -1.430 -0.380 4.715
C -2.682 0.506 4.502
O -2.252 1.847 4.280
C -3.247 2.885 4.359
N -1.744 -1.760 5.035
H 0.451 -0.931 3.817
H -0.168 0.542 3.216
H -0.927 -1.035 2.707
H -0.880 -0.045 5.596
H -3.305 0.586 5.397
H -3.396 0.265 3.712
H -4.189 2.618 3.878
H -2.801 3.755 3.878
H -3.452 3.182 5.389
H -0.879 -2.286 5.077
H -2.176 -2.177 4.212
C 2.604 -7.009 -0.703
C 2.427 -5.561 -1.175
C 2.193 -5.521 -2.735
O 2.290 -4.161 -3.142
C 2.133 -3.993 -4.512
N 1.282 -4.996 -0.470
H 2.918 -7.008 0.344
H 3.443 -7.499 -1.198
H 1.693 -7.604 -0.658
H 3.328 -4.969 -0.996
H 1.242 -5.931 -3.081
H 2.998 -6.041 -3.259
H 1.200 -4.445 -4.856
H 2.942 -4.511 -5.034
H 2.178 -2.940 -4.788
H 0.975 -4.107 -0.838
H 1.423 -4.779 0.510
C 0.396 1.401 0.459
C 0.552 0.348 -0.614
C -0.823 -0.254 -1.032
O -1.301 -1.297 -0.158
C -0.487 -2.457 -0.120
N 1.292 0.941 -1.710
H 1.332 1.726 0.914
H -0.219 1.117 1.315
H -0.097 2.294 0.069
H 1.184 -0.462 -0.246
H -0.679 -0.749 -1.995
H -1.582 0.527 -1.078
H -0.587 -3.046 -1.033
H -0.991 -3.040 0.651
H 0.532 -2.214 0.181
H 1.021 1.915 -1.784
H 0.989 0.572 -2.607
C 8.133 -2.862 -1.919
C 6.895 -1.980 -2.041
C 6.263 -1.825 -0.685
O 4.979 -1.171 -0.717
C 3.857 -1.966 -1.110
N 7.303 -0.666 -2.555
H 8.725 -2.926 -2.832
H 7.781 -3.876 -1.717
H 8.763 -2.609 -1.067
H 6.065 -2.388 -2.623
H 6.763 -1.347 0.158
H 6.150 -2.846 -0.306
H 3.724 -2.799 -0.417
H 3.988 -2.355 -2.120
H 3.052 -1.243 -0.984
H 7.696 -0.897 -3.457
H 6.614 0.075 -2.641
C -3.714 1.200 -3.565
C -3.778 0.588 -4.931
C -3.630 -0.942 -4.967
O -2.320 -1.318 -4.595
C -2.243 -2.738 -4.435
N -5.037 0.987 -5.552
H -2.762 0.996 -3.075
H -4.626 0.990 -3.003
H -3.844 2.283 -3.576
H -2.964 1.069 -5.478
H -3.820 -1.346 -5.963
H -4.430 -1.308 -4.318
H -1.207 -3.056 -4.319
H -2.651 -3.262 -5.301
H -2.768 -3.001 -3.515
H -5.815 0.390 -5.296
H -5.040 0.792 -6.546
C 0.255 -5.962 2.849
C 0.975 -4.641 3.131
C 1.255 -4.258 4.611
O -0.016 -4.060 5.253
C 0.200 -3.847 6.627
N 2.167 -4.487 2.271
H 0.754 -6.814 3.314
H 0.226 -6.118 1.772
H -0.722 -5.919 3.330
H 0.282 -3.871 2.786
H 1.846 -3.341 4.656
H 1.841 -5.007 5.150
H -0.831 -3.818 6.982
H 0.735 -2.912 6.800
H 0.624 -4.751 7.067
H 2.719 -3.671 2.508
H 2.824 -5.256 2.320
C -7.114 -2.564 3.484
C -5.651 -2.770 3.879
C -4.681 -2.302 2.826
O -3.322 -2.699 3.032
C -3.084 -4.053 2.747
N -5.304 -2.191 5.160
H -7.753 -3.140 4.154
H -7.305 -2.899 2.463
H -7.414 -1.517 3.540
H -5.509 -3.842 4.027
H -4.692 -1.211 2.870
H -4.995 -2.554 1.810
H -3.169 -4.345 1.698
H -3.630 -4.767 3.365
H -2.042 -4.206 3.032
H -5.507 -1.200 5.179
H -4.327 -2.277 5.408
C 0.965 5.677 0.216
C 1.433 6.702 -0.843
C 2.713 6.219 -1.551
O 3.200 7.138 -2.522
C 3.740 8.315 -1.978
N 0.356 7.072 -1.721
H 1.765 5.580 0.951
H 0.652 4.705 -0.166
H 0.136 6.097 0.787
H 1.747 7.602 -0.312
H 2.527 5.331 -2.155
H 3.460 6.025 -0.779
H 3.960 8.989 -2.805
H 4.678 8.191 -1.432
H 3.078 8.828 -1.278
H 0.784 7.713 -2.380
H 0.116 6.280 -2.309
C 2.185 0.970 -5.320
C 0.715 0.603 -5.443
C 0.378 -0.290 -6.661
O 1.186 -1.472 -6.771
C 0.638 -2.352 -7.772
N 0.336 -0.217 -4.292
H 2.911 0.163 -5.418
H 2.355 1.629 -4.468
H 2.504 1.579 -6.170
H 0.132 1.519 -5.540
H 0.494 0.295 -7.577
H -0.664 -0.611 -6.602
H 0.580 -1.933 -8.779
H -0.346 -2.738 -7.504
H 1.319 -3.196 -7.876
H 0.695 -1.161 -4.371
H -0.653 -0.440 -4.271
*
```

Calculated values
F_max: 3.39 eV Å⁻¹
orbital gap: 8.61 eV
HOMO energy: -8.33 eV
LUMO: 0.286 eV

Atomic partial charges in e from the Löwdin method, atoms 1 to 8:
1. C -0.05
2. C -0.41
3. C -0.16
4. O -0.18
5. C -0.09
6. N 0.05
7. H 0.03
8. H 0.08